The following is a quantum chemistry calculation of 2 unconnected molecules or ions with the total composition C10H20F3N6O2 in a non-equilibrium geometry, from the Open Molecules 2025 dataset.

```
41
C10H20F3N6O2 the ωB97M-V functional and the def2-TZVPD basis
C 4.29 0.07 0.30
N 4.25 1.49 0.76
C 3.30 1.69 1.84
N 1.97 2.07 1.36
C 0.94 1.26 1.53
N 0.87 0.05 2.07
C -0.40 -0.29 2.00
N -1.15 0.64 1.46
C -2.60 0.67 1.18
N -3.39 0.02 2.20
C -4.39 0.92 2.82
N -0.30 1.62 1.14
H 3.75 -0.08 -0.63
H 3.99 -0.63 1.09
H 5.34 -0.14 0.08
H 5.15 1.63 1.19
H 3.67 2.54 2.43
H 3.23 0.85 2.54
H 1.78 2.96 0.94
H -0.81 -1.23 2.34
H -2.94 1.69 0.98
H -2.72 0.12 0.24
H -2.83 -0.33 2.96
H -4.10 1.98 2.84
H -4.52 0.62 3.87
H -5.36 0.77 2.34
H -0.52 2.49 0.69
C 0.26 -0.57 -1.43
C 0.04 -2.03 -1.77
O -0.94 -2.17 -2.80
C -0.48 -2.01 -4.05
O 0.64 -1.77 -4.35
C -1.63 -2.24 -5.05
F -2.76 -1.62 -4.66
F -1.90 -3.55 -5.17
F -1.31 -1.78 -6.26
H -0.68 -0.09 -1.18
H 0.95 -0.46 -0.59
H 0.68 -0.04 -2.29
H -0.35 -2.56 -0.90
H 0.97 -2.52 -2.05
```

Properties
net charge = +1
electronic energy = -31875.2325 eV
HOMO = -12.82 eV
gap between HOMO and LUMO = 9.75 eV
LUMO energy = -3.1 eV

The following is a quantum chemistry calculation of a molecular structure, C4H22F4Hg2NO13PS2 in a non-equilibrium geometry, from the Open Molecules 2025 dataset.

```
49
C4H22F4Hg2NO13PS2 the ωB97M-V functional and the def2-TZVPD basis
Hg -0.46 0.85 4.20
Hg 2.59 4.37 -0.04
N -2.05 -0.45 3.57
S -3.45 -0.94 4.16
O -3.34 -1.86 5.24
O -4.44 -1.08 3.15
F -3.78 0.43 4.93
S -1.83 -1.56 2.27
O -2.10 -1.00 1.00
O -2.04 -2.92 2.59
F -0.22 -1.39 2.35
O 0.74 1.13 2.28
P 1.14 1.22 0.86
O 1.64 2.49 0.22
F -0.04 0.86 -0.06
F 2.12 0.09 0.50
C 0.48 -2.33 -2.38
O 0.90 -1.01 -2.74
H -0.60 -2.35 -2.20
H 0.62 -3.00 -3.23
H 0.96 -2.73 -1.49
H 0.13 -0.45 -2.63
C 3.74 -0.03 -3.21
O 5.14 -0.08 -3.20
H 3.22 -0.83 -3.74
H 3.31 0.04 -2.20
H 3.46 0.83 -3.82
H 5.43 -0.85 -2.70
O -1.54 2.76 3.37
H -2.34 2.53 2.87
H -1.69 3.65 3.71
O 3.81 -2.03 1.30
H 4.67 -1.94 0.86
H 3.34 -1.22 1.11
O 1.34 -0.56 4.62
H 1.98 -0.40 3.92
H 1.78 -1.13 5.26
O 1.65 4.12 -2.14
H 1.96 3.64 -2.92
H 0.75 4.42 -2.35
C -3.56 -0.37 -3.41
C -2.93 -0.20 -2.05
O -1.86 0.74 -2.14
H -2.82 -0.62 -4.17
H -4.02 0.59 -3.66
H -4.38 -1.09 -3.45
H -2.53 -1.16 -1.70
H -3.65 0.12 -1.29
H -1.21 0.65 -1.44
```

Properties
net charge = +2
electronic energy = -82771.8387 eV
HOMO = -14.53 eV
gap between HOMO and LUMO = 2.28 eV
LUMO energy = -12.2 eV

The following is a quantum chemistry calculation of a single C3H6N2O2 molecule in a non-equilibrium geometry, from the Open Molecules 2025 dataset.

```
13
C3H6N2O2 the ωB97M-V functional and the def2-TZVPD basis
C 0.33 -1.76 0.45
N 0.54 -0.38 0.62
C -0.19 0.40 -0.08
N -1.23 0.19 -0.97
C 0.16 1.89 0.11
O -0.50 2.82 -0.31
O 1.16 2.02 0.99
H -0.59 -2.12 0.90
H 1.18 -2.38 0.88
H 0.27 -2.05 -0.63
H -1.13 -0.71 -1.62
H -1.42 1.04 -1.52
H 1.41 1.04 1.17
```

Properties
electronic energy = -10283.4337 eV
energy above the lowest of the compared OMol25 structures with the same formula, charge and spin = 31.4 kcal/mol
SMILES string = C/N=C(\N)C(=O)O
HOMO = -10.20 eV
gap between HOMO and LUMO = 10.77 eV
LUMO energy = 0.6 eV